# C19H28N4O8

2 unconnected molecules or ions with the total composition C19H28N4O8 in a non-equilibrium geometry (ωB97M-V/def2-TZVPD, the OMol25 dataset).

Each line ends with the natural charge from an NBO analysis.
CARTESIAN COORDINATES (ANGSTROEM)
O: 0.409 -3.653 -0.894  -0.738
O: -2.616 6.079 2.573  -0.624
O: 0.235 -6.978 -4.636  -0.661
O: 0.113 5.564 4.016  -0.622
O: -0.590 -6.001 0.583  -0.731
O: 1.446 -4.219 -3.302  -0.724
O: 0.613 -6.122 -7.188  -0.533
O: -1.657 -6.134 -2.691  -0.735
N: 1.554 4.156 3.037  -0.611
N: 2.160 3.462 -0.715  -0.532
N: -2.151 4.007 3.369  -0.610
N: 0.418 -5.264 -6.064  -0.317
C: 1.929 2.112 -0.554  0.110
C: -0.851 3.755 2.717  -0.113
C: 0.144 -4.782 -3.594  -0.007
C: 0.903 -0.398 0.088  -0.232
C: 2.634 0.966 -0.947  -0.251
C: 0.699 2.044 0.167  -0.038
C: 0.250 -5.758 -4.783  0.605
C: 0.203 0.760 0.479  -0.226
C: -1.419 -4.984 -0.001  -0.073
C: -2.838 5.154 3.342  0.688
C: 0.238 3.406 0.422  -0.130
C: 0.313 4.587 3.300  0.653
C: 2.773 4.789 3.536  -0.410
C: -0.781 -4.368 -1.257  0.073
C: -0.969 3.856 1.185  -0.428
C: -0.457 -5.436 -2.327  0.060
C: 2.113 -0.298 -0.622  -0.202
C: -3.986 5.259 4.319  -0.707
C: 1.159 4.220 -0.140  -0.010
H: 2.812 5.825 3.197  0.207
H: -3.590 5.247 5.333  0.227
H: 0.508 -1.374 0.337  0.234
H: 2.640 -1.197 -0.914  0.214
H: -4.508 6.199 4.147  0.243
H: 0.547 -7.059 -6.905  0.504
H: 0.525 -4.256 -6.171  0.403
H: 0.931 -3.481 -1.706  0.493
H: -1.597 -4.192 0.733  0.172
H: 2.089 -4.932 -3.109  0.492
H: -1.425 -6.893 -3.267  0.500
H: 0.260 -6.152 -1.909  0.194
H: -0.597 2.717 2.930  0.211
H: -0.730 0.668 1.013  0.206
H: 2.772 4.781 4.628  0.210
H: 1.649 3.378 2.401  0.405
H: 1.115 5.304 -0.122  0.225
H: 2.947 3.860 -1.208  0.410
H: -2.389 -5.416 -0.265  0.183
H: -1.817 3.254 0.856  0.222
H: 3.651 4.255 3.170  0.205
H: -0.533 -3.978 -3.899  0.201
H: -1.012 -6.375 1.374  0.475
H: -1.498 -3.660 -1.686  0.168
H: -4.671 4.427 4.172  0.216
H: -1.173 4.890 0.905  0.252
H: 3.560 1.053 -1.494  0.212
H: -2.458 3.327 4.042  0.394

SMILES: CNC(=O)[C@H](Cc1c[nH]c2ccccc12)NC(C)=O.O=C(NO)[C@H](O)[C@H](O)[C@H](O)CO
ΔE to the lowest compared entry with this formula, charge and spin: 1.4758 eV
HOMO-LUMO gap: 0.3115 Eh
Energy: -42496.6090 eV
HOMO: -0.2963 hartree
LUMO energy: 0.0152 Ha